{"formula": "C3H3NO3", "method": "ωB97M-V/def2-TZVPD", "symbols": ["O", "C", "C", "C", "N", "O", "O", "H", "H", "H"], "positions_angstrom": [[2.335870, -0.561317, 0.027777], [1.191489, -0.010736, -0.064287], [0.660040, 1.195687, -0.189846], [-0.681668, 1.149092, 0.207077], [-0.865077, -0.161382, 0.393419], [-2.199581, -0.418797, -0.271888], [0.074250, -0.923578, -0.038897], [1.164325, 1.971280, -0.406764], [-1.552555, 1.844531, 0.119161], [-2.259714, -1.460850, 0.080068]], "atomic_forces_ev_per_a": [[-4.23, 2.70, -0.53], [6.47, -7.71, -0.19], [-6.19, 0.68, 2.04], [2.72, 0.74, -1.97], [-7.44, 0.84, 0.75], [1.91, -5.00, 2.46], [2.46, -0.92, -0.23], [3.57, 5.52, -1.32], [1.18, -0.82, 0.57], [-0.45, 3.98, -1.58]], "smiles": "O=c1ccn(O)o1", "spin_multiplicity": 1, "orbital_gap_ev": 8.98}



{"formula": "C5H10N3O", "method": "ωB97M-V/def2-TZVPD", "symbols": ["C", "N", "N", "C", "C", "C", "C", "N", "O", "H", "H", "H", "H", "H", "H", "H", "H", "H", "H"], "positions_angstrom": [[-1.488973, 2.821265, -0.341203], [-0.732722, 1.668603, 0.028447], [-1.048652, 0.459251, -0.268949], [-0.070988, -0.522087, -0.161170], [-0.292114, -1.995605, -0.271276], [1.141221, 0.052311, 0.147510], [2.491580, -0.702358, 0.160444], [1.269555, 1.376464, 0.044228], [1.792059, 2.363529, 0.352473], [-2.585944, 2.773535, -0.103358], [-1.091730, 3.626282, 0.130207], [-1.334340, 2.941689, -1.488324], [-2.050807, 0.165615, -0.354869], [-0.331372, -2.446164, -1.384082], [-1.220089, -2.395329, 0.274145], [0.511679, -2.577759, 0.231620], [3.008605, -0.838460, -0.777856], [2.338177, -1.725050, 0.461259], [3.255854, -0.305340, 0.845223]], "atomic_forces_ev_per_a": [[-1.73, -2.07, -3.79], [1.76, -0.84, 0.78], [-0.51, -2.40, 0.50], [-2.10, 1.06, 0.07], [-1.13, -2.37, -1.06], [3.48, 0.19, -0.59], [0.10, -0.07, 0.74], [-3.11, 0.28, -0.25], [1.28, -0.10, 0.36], [0.94, -0.28, -0.21], [1.24, 2.38, 1.44], [-0.60, 0.13, 1.77], [1.00, 0.40, -0.43], [0.05, 1.37, 2.38], [1.04, 0.99, -0.92], [-0.36, 0.73, -0.41], [-0.33, 0.58, -0.73], [-0.37, -0.26, 0.41], [-0.64, 0.30, -0.06]], "smiles": "C/N=[NH+]/C(C)=C(/C)N=O", "spin_multiplicity": 1, "total_charge": 1, "orbital_gap_ev": [7.99, 7.86]}



{"formula": "C2HF3I2", "method": "ωB97M-V/def2-TZVPD", "symbols": ["C", "C", "F", "F", "F", "I", "I", "H"], "positions_angstrom": [[-0.513347, 0.743387, -1.317395], [-1.517282, -1.042261, -0.761547], [-0.844751, 0.972914, -2.597920], [-0.707042, -1.417033, 0.245987], [-1.531425, -1.914711, -1.716676], [-1.060970, 2.224174, 0.143061], [-3.473388, -0.482486, 0.023114], [0.645460, 0.641076, -1.155838]], "atomic_forces_ev_per_a": [[0.22, -2.62, 1.25], [1.73, 4.39, 0.78], [0.13, 0.27, 0.55], [-0.45, -0.53, -0.43], [0.04, -0.44, -0.38], [0.14, -0.17, -0.68], [0.48, -0.63, -0.47], [-2.29, -0.28, -0.62]], "spin_multiplicity": 1, "orbital_gap_ev": 9.12}



{"formula": "C31H35ClCoN2Si2", "method": "ωB97M-V/def2-TZVPD", "symbols": ["C", "C", "C", "H", "C", "C", "H", "H", "H", "H", "Co", "Si", "C", "C", "H", "C", "H", "C", "H", "C", "H", "C", "H", "C", "C", "H", "C", "H", "C", "H", "C", "H", "C", "H", "H", "Si", "C", "C", "H", "C", "H", "C", "H", "C", "H", "C", "H", "C", "C", "H", "C", "H", "C", "H", "C", "H", "C", "H", "H", "Cl", "N", "C", "C", "N", "H", "H", "H", "H", "H", "H", "H", "H"], "positions_angstrom": [[-2.110833, 3.917993, 2.353631], [-1.244025, 4.181977, 1.253107], [-1.720705, 3.453146, 0.126663], [-0.409648, 4.881066, 1.248413], [-2.884459, 2.733612, 0.537668], [-3.113430, 2.998777, 1.919724], [-3.954428, 2.640548, 2.509452], [-2.078683, 4.391939, 3.334671], [-1.312950, 3.502353, -0.878686], [-3.547440, 2.183893, -0.120685], [-1.313699, 2.205806, 1.627384], [-0.048295, 0.297062, -1.697957], [1.732864, -0.246241, -1.578759], [2.026546, -1.599551, -1.777383], [1.229899, -2.350068, -1.741737], [3.326369, -1.992788, -2.104837], [3.546415, -3.052702, -2.242595], [4.318294, -1.029805, -2.277945], [5.324684, -1.332194, -2.589152], [4.022692, 0.321901, -2.065380], [4.801714, 1.073760, -2.178868], [2.728705, 0.717424, -1.713387], [2.481423, 1.774611, -1.586095], [-0.497890, -0.674817, -3.267067], [-0.113727, -0.187274, -4.531453], [0.318078, 0.819597, -4.628924], [-0.281146, -0.986693, -5.674097], [0.065302, -0.630331, -6.646788], [-0.899836, -2.237174, -5.571579], [-1.061450, -2.851609, -6.458200], [-1.341608, -2.697953, -4.324083], [-1.860800, -3.656523, -4.221111], [-1.117556, -1.934302, -3.168082], [-1.455222, -2.318603, -2.189954], [-0.191937, 1.748981, -1.833479], [0.588460, -2.560033, 1.369564], [-0.861900, -1.819548, 0.391832], [-1.056177, -0.436644, -0.227691], [-0.694673, 0.392450, 0.454813], [-2.386538, -0.161976, -0.783143], [-2.569250, 0.810396, -1.262860], [-3.374233, -1.110522, -0.827679], [-4.305281, -0.900571, -1.364202], [-3.198798, -2.339484, -0.195107], [-4.030359, -3.040617, -0.149791], [-1.974904, -2.659188, 0.401098], [-1.904457, -3.642509, 0.875559], [1.992005, -1.291259, 1.506577], [1.666708, 0.047989, 1.763727], [0.626674, 0.324725, 2.009088], [2.637694, 1.058633, 1.734533], [2.359760, 2.105769, 1.868655], [3.976211, 0.729179, 1.525864], [4.745886, 1.498574, 1.517255], [4.322131, -0.605748, 1.325703], [5.362721, -0.869751, 1.142914], [3.346843, -1.610008, 1.327022], [3.635560, -2.646609, 1.152178], [0.937860, -3.868156, 0.959339], [-0.102689, -2.694653, 3.327111], [-1.968144, 0.393187, 2.335932], [-1.833348, 0.457204, 3.831587], [-0.458793, 1.000007, 4.164232], [-0.173284, 2.199352, 3.294211], [-1.474867, -0.434627, 1.983305], [-2.943381, 0.202835, 2.085583], [-2.628906, 1.124598, 4.191057], [-1.972657, -0.532240, 4.287349], [-0.403073, 1.266172, 5.228948], [0.308657, 0.238707, 3.955043], [-0.383372, 3.044267, 3.839228], [0.828696, 2.264280, 3.118736]], "atomic_forces_ev_per_a": [[-0.89, 1.03, -0.26], [0.15, 1.57, 0.11], [-0.18, 0.21, -0.52], [-0.23, -0.19, 0.00], [-1.34, 0.46, -0.85], [-1.00, 1.15, -0.19], [0.23, 0.06, -0.11], [0.13, -0.26, -0.22], [-0.11, -0.01, 0.23], [0.09, 0.07, 0.22], [1.57, -1.74, 0.41], [0.59, -2.08, -0.49], [-0.22, 0.47, -0.35], [0.61, -0.08, -0.13], [0.25, 0.23, 0.04], [-0.39, -0.05, 0.09], [0.00, 0.29, -0.05], [0.09, 0.31, 0.07], [-0.39, 0.16, 0.19], [0.09, -0.13, 0.01], [-0.10, -0.16, -0.04], [0.52, -0.40, -0.12], [0.17, -0.28, -0.02], [-0.44, 0.49, -0.10], [-0.16, -0.52, -0.08], [-0.10, -0.52, 0.05], [-0.05, 0.10, 0.26], [-0.16, -0.07, 0.29], [-0.09, 0.07, 0.37], [0.09, 0.20, 0.20], [0.17, 0.18, 0.29], [0.24, 0.31, -0.19], [-0.03, 0.03, -0.41], [0.27, 0.23, -0.68], [-0.09, 0.08, 0.11], [-0.40, 2.89, 0.05], [-0.18, -0.18, -0.15], [0.94, 0.41, 0.03], [-0.53, -0.58, -0.50], [-1.09, -0.13, -0.08], [0.18, -0.48, 0.27], [0.00, 1.19, -0.40], [0.31, 0.00, 0.29], [-0.25, -0.82, 0.35], [0.26, 0.06, -0.03], [0.35, -0.03, -0.15], [0.06, 0.24, -0.04], [0.23, -0.27, 0.08], [-0.13, 0.34, 0.00], [0.71, -0.16, -0.50], [-0.07, -0.32, 0.21], [0.03, -0.28, -0.05], [-0.26, -0.28, -0.03], [-0.19, -0.12, -0.05], [-0.06, -0.23, 0.06], [-0.20, 0.03, 0.09], [-0.12, 0.38, -0.17], [0.02, 0.24, -0.03], [0.39, -1.07, -0.38], [-0.12, -0.28, 0.25], [-0.23, -1.50, 1.28], [-0.52, -0.22, -0.78], [0.51, 0.46, -0.09], [1.15, -0.49, 2.00], [-0.23, 0.16, 0.54], [0.32, 0.31, 0.09], [0.27, -0.11, -0.05], [0.04, 0.21, 0.03], [0.04, -0.18, -0.22], [-0.33, 0.23, 0.24], [-0.05, -0.43, -0.51], [-0.14, -0.19, 0.19]], "spin_multiplicity": 4, "orbital_gap_ev": [5.88, 5.94]}